1.
Formula: C3H13NO3
Source: the OMol25 dataset
Level of theory: ωB97M-V/def2-TZVPD

F_max, hartree/bohr: 0.041
Frontier orbital gap, eV: 8.822
Energy above the lowest of the compared OMol25 structures with the same formula, charge and spin, kJ/mol: 219.7
Lowest unoccupied orbital energy, eV: 0.65
Highest occupied orbital energy, eV: -8.17
SMILES string: C=CNC.O.O.O
Charge: 0

Geometry as XYZ:
```
20
Properties=species:S:1:pos:R:3:lowdin_charge:R:1
C 0.802 0.724 -0.909 -0.0634
C 0.421 -0.586 -0.956 -0.2225
N -0.184 -1.246 0.066 -0.0817
C 0.196 -2.563 0.556 -0.0943
H 0.108 1.520 -0.672 0.0444
H 1.583 1.056 -1.588 0.0444
H 0.572 -1.226 -1.826 0.1238
H -0.230 -0.685 0.893 0.0792
H 0.363 -3.316 -0.207 0.0790
H -0.719 -2.978 0.998 0.0803
H 0.953 -2.571 1.336 0.0752
O -1.575 1.097 -3.286 -0.0666
H -0.720 1.090 -2.838 -0.0110
H -2.055 1.730 -2.735 0.0341
O 1.220 0.383 2.193 -0.0687
H 1.583 0.563 1.311 0.0106
H 1.945 -0.130 2.574 0.0438
O -1.100 2.624 1.650 -0.0625
H -1.692 2.535 2.406 0.0385
H -1.472 1.981 1.035 0.0174
```

=====

2.
Formula: AsF6H24O12
Source: the OMol25 dataset
Level of theory: ωB97M-V/def2-TZVPD

F_max, hartree/bohr: 0.054
Frontier orbital gap, eV: 9.447
Energy above the lowest of the compared OMol25 structures with the same formula, charge and spin, kJ/mol: 129.7
Lowest unoccupied orbital energy, eV: 1.63
Highest occupied orbital energy, eV: -7.82
Charge: -1

Geometry as XYZ:
```
43
Properties=species:S:1:pos:R:3:lowdin_charge:R:1
As -5.499 -10.466 -4.447 1.0369
F -4.067 -10.598 -5.566 -0.2775
F -6.595 -11.235 -5.731 -0.2846
F -6.869 -10.315 -3.351 -0.2283
F -4.384 -9.892 -3.084 -0.2720
F -5.897 -8.794 -5.103 -0.2800
F -5.172 -12.106 -3.926 -0.2457
O -6.107 -14.260 -5.269 -0.0373
H -6.463 -13.904 -6.084 0.0357
H -5.546 -13.563 -4.929 0.0002
O -2.586 -12.923 -5.928 -0.0484
H -2.911 -12.042 -6.111 -0.0117
H -1.633 -12.834 -5.933 0.0276
O -2.379 -9.297 -1.034 -0.0646
H -3.242 -9.259 -1.447 -0.0230
H -1.775 -9.471 -1.756 -0.0137
O -1.498 -10.288 -3.557 -0.0458
H -1.205 -10.411 -4.460 0.0370
H -2.350 -10.722 -3.519 0.0001
O -8.758 -11.974 -1.869 -0.0794
H -8.060 -12.512 -2.241 -0.0338
H -8.414 -11.081 -1.897 -0.0038
O -8.666 -12.532 -6.889 -0.0589
H -9.205 -11.772 -6.668 0.0303
H -7.807 -12.333 -6.516 -0.0303
O -6.434 -6.532 -3.428 -0.0573
H -5.731 -6.499 -2.779 0.0257
H -6.215 -7.282 -3.982 -0.0304
O -5.573 -9.021 -0.369 -0.0424
H -6.078 -9.012 -1.181 0.0063
H -6.232 -8.990 0.325 0.0337
O -9.145 -8.186 -5.459 -0.0548
H -9.250 -7.564 -6.179 0.0207
H -8.241 -8.491 -5.534 -0.0111
O -7.466 -14.127 -2.831 -0.0450
H -8.175 -14.762 -2.930 0.0530
H -6.997 -14.160 -3.665 -0.0107
O -6.551 -6.675 -6.442 -0.0492
H -6.358 -6.000 -7.091 0.0379
H -5.914 -7.368 -6.619 0.0198
O -3.321 -13.367 -1.976 -0.0494
H -3.317 -12.921 -2.823 -0.0087
H -3.605 -12.699 -1.353 0.0326
```

=====

- What is the F_max in the second record?
  0.054 hartree/bohr